Formula: C36H29Cl3F6N2O4PS2Ti
Source: OMol25
Level of theory: ωB97M-V/def2-TZVPD

Properties
Total energy, hartree: -5766.83092
Lowest unoccupied orbital energy, Ha: -0.1547
HOMO, eV: -11.215

Structure (ORCA input):
```
! wB97M-V def2-TZVPD RIJCOSX def2/J DEFGRID3
* xyz 1 1
Ti -1.9938 -2.0004 1.2248
Cl 4.9404 -0.0696 -6.0473
Cl 2.2161 4.3680 0.3144
Cl 5.5155 1.8502 -1.0817
S 3.4091 5.0330 -2.3384
S -1.3828 -3.0646 3.1886
P -3.7964 -2.8257 -0.8764
F -3.3705 -3.3217 0.7616
F -2.1092 -2.1715 -0.7860
F -4.1776 -1.4383 -0.1717
F -5.2020 -3.4367 -0.7261
F -3.1034 -4.1512 -1.3555
F -3.9297 -2.2220 -2.3015
O 1.2469 1.0974 -0.5937
O -4.4884 0.6870 2.3410
O -1.3578 0.0353 0.9459
O -3.0512 -1.0331 2.2091
N 0.0418 -2.1802 0.7432
N 2.0235 -1.2944 0.4388
C -0.6208 -4.5975 2.7259
C -3.2473 2.0115 -2.1695
C -3.1969 3.1895 0.3394
C -2.8094 1.2875 -1.0715
C 2.3812 4.0622 -1.3632
C 3.2411 0.6185 -1.9249
C 2.9982 -0.2191 0.4588
C 2.6571 0.9083 -0.5610
C 1.7417 3.0859 -2.0713
C -3.4343 0.2375 2.0340
C -0.3945 3.5732 4.3491
C -0.2515 2.1383 2.4234
C 0.1236 -5.2608 3.6994
C 0.3571 2.9621 3.3588
C -2.2893 1.0612 1.3937
C -0.1980 -6.4135 1.1980
C 0.7036 -6.4865 3.4185
C 0.7459 2.1266 -1.4923
C 3.0163 -0.2725 -4.1663
C 5.0605 0.8213 -3.5136
C 2.9656 4.1451 -3.7353
C 1.8495 -2.2263 -0.5587
C -0.7790 -5.1853 1.4712
C -1.7608 3.3457 4.4065
C -3.6544 3.3281 -2.0196
C -2.7839 1.8693 0.1954
C 4.5289 1.0374 -2.2538
C 0.9323 -1.3124 1.2061
C 0.5469 -7.0668 2.1680
C 2.0830 3.1545 -3.4538
C 4.2940 0.1728 -4.4689
C -3.6239 3.9135 -0.7635
C 2.5060 -0.0467 -2.8999
C -2.3749 2.5249 3.4730
C 0.6209 -2.7657 -0.3664
C -1.6240 1.9161 2.4698
H 1.4998 -0.3717 -2.6651
H 0.9944 -8.0269 1.9506
H -3.2694 1.5452 -3.1462
H -2.3560 3.8101 5.1814
H -3.9994 3.8921 -2.8758
H 3.0274 0.1951 1.4655
H 1.4242 3.1369 3.3029
H -2.4908 0.2667 -1.2232
H -3.4424 2.3651 3.5234
H 0.2365 -4.8121 4.6782
H 3.9806 -0.6183 0.2176
H 3.1206 1.8132 -0.1697
H 3.3837 4.4154 -4.6916
H 0.0828 4.2246 5.0688
H 1.2763 -6.9914 4.1848
H 2.4305 -0.7751 -4.9237
H 0.0075 2.6903 -0.9162
H -0.3474 -6.8654 0.2258
H 0.3604 1.6837 1.6521
H -3.1959 3.6605 1.3114
H 1.6890 2.4812 -4.2020
H -0.6819 0.4376 0.3673
H 0.1322 -3.5377 -0.9342
H 2.6018 -2.4254 -1.3007
H -3.9284 4.9436 -0.6350
H 0.2267 1.6232 -2.3094
H 6.0605 1.1571 -3.7491
H 0.8122 -0.7021 2.0858
H -1.3766 -4.7150 0.7020
*
```